{"formula": "C3H6N2OS", "method": "ωB97M-V/def2-TZVPD", "homo_lumo_gap_ev": 8.7, "e_lumo_ev": -0.519, "smiles": "C/N=C/NOC=S", "e_homo_ev": -9.19, "de_lowest_ev": 5.468, "elements": ["C", "C", "C", "H", "H", "H", "H", "H", "H", "N", "N", "O", "S"], "xyz": [[-2.25196, -0.58185, -0.43089], [-0.41458, 0.05184, 0.61922], [2.46154, 0.60188, -0.62024], [-2.78788, 0.22510, -1.01980], [-2.60980, -0.70366, 0.61423], [-2.33191, -1.64432, -0.96824], [-0.72580, -0.36529, 1.56488], [1.46270, 0.18038, 1.33611], [3.41319, 1.26412, -1.16614], [-0.98461, -0.00852, -0.45215], [0.71909, 0.69838, 0.90246], [1.25417, 1.26077, -0.34612], [2.79585, -0.97883, -0.03332]], "mulliken_charge": [-0.627, 0.073, 0.007, 0.227, 0.311, 0.197, 0.268, 0.303, 0.291, -0.297, -0.298, -0.165, -0.291]}